Entry from OMol25: a 2-piece molecular cluster, C3H11N2 overall at a distorted geometry (ωB97M-V with the def2-TZVPD basis set).

Computed properties:
Relative energy (zero: lowest compared OMol25 entry of this formula, charge and spin) (kcal per mole): 41.7
Charge: +1
Kohn-Sham gap (eV): 10.20
HOMO level (eV): -15.025

XYZ file:
```
16
Properties=species:S:1:pos:R:3:nbo_charge:R:1
C 0.98 -1.73 0.70 -0.619
C 1.89 -0.66 1.08 -0.616
H 0.57 -1.59 -0.31 0.152
H 1.69 -2.58 0.65 0.246
H 0.08 -1.95 1.38 0.211
H 2.74 -0.52 0.28 0.225
H 2.19 -0.82 2.19 0.238
H 1.32 0.21 1.13 0.180
N -0.86 0.25 -0.56 -0.749
C -1.91 1.12 -0.70 0.406
N -1.74 2.32 -1.28 -0.701
H -0.01 0.34 -1.10 0.426
H -0.83 -0.67 -0.07 0.464
H -2.97 0.78 -0.72 0.257
H -2.41 3.02 -1.09 0.446
H -0.72 2.49 -1.58 0.432
```

Entry from OMol25: a 2-piece molecular cluster, C6H10ClF7NP overall at a distorted geometry (ωB97M-V with the def2-TZVPD basis set).

Computed properties:
Charge: 0
Kohn-Sham gap (eV): 7.80
HOMO level (eV): -9.996

XYZ file:
```
26
Properties=species:S:1:pos:R:3:nbo_charge:R:1
C -0.39 2.57 -0.65 -0.642
C -0.68 1.00 -0.61 0.145
F -1.63 0.61 -1.55 -0.315
C 0.71 0.30 -0.81 0.499
N 1.25 -0.25 0.25 -0.470
C 2.58 -0.80 -0.14 -0.013
Cl 3.71 0.37 0.77 -0.058
C 2.89 -0.44 -1.67 -0.428
C 1.51 0.22 -2.15 -0.496
H 0.63 2.71 -1.14 0.197
H -1.15 3.12 -1.25 0.267
H -0.29 2.94 0.41 0.244
H -1.06 0.76 0.42 0.229
H 0.79 -0.24 1.17 0.494
H 2.75 -1.88 0.15 0.270
H 3.69 0.34 -1.61 0.254
H 3.31 -1.26 -2.32 0.258
H 1.03 -0.56 -2.79 0.285
H 1.58 1.23 -2.63 0.275
F -3.77 -2.19 3.61 -0.591
P -3.04 -1.54 2.31 2.619
F -2.25 -0.60 3.39 -0.603
F -4.22 -0.42 2.36 -0.595
F -3.10 -3.12 1.93 -0.591
F -1.46 -1.60 1.84 -0.633
F -3.39 -1.26 0.74 -0.602
```

Entry from OMol25: a 11-piece molecular cluster, CH20O16P overall at a distorted geometry (ωB97M-V with the def2-TZVPD basis set).

Computed properties:
Relative energy (zero: lowest compared OMol25 entry of this formula, charge and spin) (kcal per mole): 67.6
Charge: -3
Kohn-Sham gap (eV): 2.71
HOMO level (eV): 3.673

XYZ file:
```
38
Properties=species:S:1:pos:R:3:nbo_charge:R:1
O -3.23 -16.07 -5.38 -0.807
H -2.88 -15.70 -4.56 0.497
H -4.14 -16.35 -5.20 0.554
H -3.18 -15.40 -6.06 0.587
O -4.30 -16.79 -9.09 -0.821
H -4.94 -16.66 -9.80 0.519
H -4.71 -17.16 -8.31 0.558
H -3.94 -15.95 -8.79 0.548
C -6.29 -17.28 -5.92 0.937
O -5.63 -17.45 -6.98 -0.980
O -5.89 -16.50 -5.05 -0.875
O -7.34 -17.93 -5.77 -0.903
P -3.54 -13.77 -7.73 2.495
O -2.79 -15.13 -8.10 -1.306
O -3.84 -13.76 -6.21 -1.273
O -4.74 -13.53 -8.66 -1.297
O -2.51 -12.84 -8.36 -1.307
O -4.44 -20.04 -7.06 -1.004
H -4.76 -19.14 -7.12 0.519
H -5.22 -20.56 -6.84 0.453
O -4.34 -19.46 -11.42 -0.960
H -4.11 -20.23 -10.89 0.466
H -5.24 -19.26 -11.18 0.495
O -6.26 -14.88 -10.14 -1.052
H -6.74 -14.20 -10.61 0.459
H -5.70 -14.41 -9.53 0.537
O -8.32 -16.31 -8.43 -1.006
H -7.83 -16.50 -7.63 0.509
H -7.70 -15.83 -8.97 0.482
O -6.39 -17.15 -11.78 -0.983
H -6.65 -16.86 -12.65 0.446
H -6.51 -16.38 -11.22 0.512
O -3.26 -13.59 -11.17 -0.904
H -3.41 -14.53 -11.10 0.483
H -2.68 -13.49 -11.93 0.412
O -3.45 -16.21 -11.71 -0.933
H -3.24 -17.12 -11.91 0.485
H -3.76 -15.84 -12.53 0.458
```